{"formula": "C21H20N2O3", "method": "the ωB97M-V functional and the def2-TZVPD basis", "smiles": "O=C1C(Nc2cccc(O)c2)=C(N2CCCCC2)C(=O)c2ccccc21", "total_charge": 0, "total_energy_ev": -31223.79489, "homo_ev": -7.884, "largest_force_ev_per_a": 2.35, "de_lowest_kcal_mol": 64.4, "e_lumo_ha": -0.0433, "gap_ev": 6.71, "elements": ["O", "O", "O", "N", "N", "C", "C", "C", "C", "C", "C", "C", "C", "C", "C", "C", "C", "C", "C", "C", "C", "C", "C", "C", "C", "C", "H", "H", "H", "H", "H", "H", "H", "H", "H", "H", "H", "H", "H", "H", "H", "H", "H", "H", "H", "H"], "xyz": [[2.20, -4.16, 1.75], [1.76, -1.52, -2.24], [1.00, 3.22, 0.12], [-1.14, 1.22, 0.40], [-0.67, -1.13, -0.76], [-3.58, 1.77, 1.87], [0.09, 1.06, -0.33], [2.26, 1.97, -1.39], [0.96, -3.84, 1.25], [-2.00, 2.34, -0.02], [-2.69, 0.59, 2.23], [-0.08, -4.76, 1.33], [1.11, 2.15, -0.47], [1.50, -0.40, -1.78], [4.48, 1.64, -3.06], [0.31, -0.17, -0.90], [4.30, 2.82, -2.34], [-1.52, -3.22, 0.07], [-1.32, -4.44, 0.72], [2.45, 0.73, -2.02], [-3.45, 2.06, 0.37], [3.58, 0.57, -2.88], [-0.45, -2.31, -0.06], [0.79, -2.67, 0.50], [-1.21, 0.85, 1.84], [3.19, 3.00, -1.49], [2.20, -5.08, 2.02], [-3.82, 1.22, -0.24], [3.12, 3.93, -0.94], [-0.68, -0.10, 2.00], [-3.32, 2.67, 2.44], [-4.06, 2.94, 0.13], [3.74, -0.39, -3.31], [-1.99, 2.40, -1.13], [1.67, -2.05, 0.44], [-0.78, 1.63, 2.45], [-2.74, 0.46, 3.33], [-4.62, 1.53, 2.07], [-2.49, -2.97, -0.30], [-1.61, -0.78, -0.63], [-3.08, -0.30, 1.74], [0.09, -5.67, 1.92], [-1.74, 3.33, 0.40], [-2.17, -5.13, 0.81], [5.05, 3.58, -2.28], [5.35, 1.44, -3.66]], "mulliken_charge": [-0.532, -0.656, -0.666, 0.875, -0.278, -0.763, -1.011, 0.345, 0.221, -0.687, -0.532, -0.581, 0.905, 0.743, -0.586, -0.116, -0.404, -0.670, -0.752, 0.248, -0.791, -0.511, 0.431, -0.068, -0.640, -0.552, 0.292, 0.308, 0.451, 0.266, 0.334, 0.355, 0.499, 0.350, 0.384, 0.417, 0.349, 0.339, 0.437, 0.276, 0.239, 0.266, 0.354, 0.350, 0.395, 0.366]}

=====

{"formula": "C21H20N2O4S", "method": "the ωB97M-V functional and the def2-TZVPD basis", "smiles": "CCCN1C(=O)/C(=C/c2ccccc2OCc2ccc(C(=O)O)cc2)NC1=S", "total_charge": 0, "total_energy_ev": -44108.76196, "homo_ev": -8.224, "largest_force_ev_per_a": 1.26, "de_lowest_kcal_mol": 0.0, "e_lumo_ha": -0.0203, "gap_ev": 7.67, "elements": ["S", "O", "O", "O", "O", "N", "N", "C", "C", "C", "C", "C", "C", "C", "C", "C", "C", "C", "C", "C", "C", "C", "C", "C", "C", "C", "C", "C", "H", "H", "H", "H", "H", "H", "H", "H", "H", "H", "H", "H", "H", "H", "H", "H", "H", "H", "H", "H"], "xyz": [[-1.19, -2.53, 2.52], [-3.08, -2.34, -0.25], [0.67, 3.33, -1.86], [-1.37, -3.33, -1.27], [2.29, -1.31, -0.80], [-0.16, -0.33, 1.44], [0.79, -2.19, 0.72], [1.04, 1.30, 0.02], [2.46, -3.93, 1.20], [-0.60, -0.85, -2.44], [2.46, -3.70, 2.71], [-0.80, 4.98, 1.06], [-0.84, 1.54, -2.40], [0.24, 3.55, -0.57], [-0.34, 2.91, -2.77], [1.41, -1.17, 0.02], [-0.61, 4.02, 2.03], [0.77, 0.07, 0.49], [-1.90, 1.40, -1.50], [1.11, -3.59, 0.57], [-2.29, 0.16, -1.06], [0.42, 2.55, 0.40], [-1.64, -0.98, -1.52], [-0.01, 2.82, 1.71], [-0.20, 0.40, -2.87], [-1.99, -2.33, -1.03], [-0.17, -1.69, 1.55], [-0.38, 4.75, -0.24], [-1.27, 5.92, 1.31], [1.77, 1.35, -0.78], [-0.10, -1.75, -2.79], [0.61, 0.49, -3.57], [-2.40, 2.29, -1.13], [-0.85, 0.26, 1.87], [0.31, -4.16, 1.04], [2.68, -4.98, 0.98], [1.12, -3.81, -0.50], [-3.24, -3.23, 0.10], [0.15, 2.90, -3.74], [-3.10, 0.05, -0.35], [0.18, 2.09, 2.48], [2.30, -2.65, 2.94], [-0.92, 4.21, 3.05], [-0.51, 5.50, -1.01], [1.67, -4.28, 3.18], [-1.16, 3.63, -2.78], [3.23, -3.32, 0.73], [3.41, -4.00, 3.13]], "mulliken_charge": [-0.292, -0.448, -0.511, -0.627, -0.677, 0.203, 0.679, -0.368, -0.548, -0.761, -1.044, -0.581, 1.030, 0.344, -1.302, -0.393, -0.734, 0.215, -0.123, -1.092, -0.954, 0.368, 0.747, -0.522, -0.741, 0.262, -0.204, -0.390, 0.404, 0.571, 0.475, 0.427, 0.405, 0.500, 0.530, 0.413, 0.306, 0.420, 0.447, 0.530, 0.588, 0.247, 0.413, 0.476, 0.270, 0.379, 0.287, 0.376]}

=====

{"formula": "C21H20N4O3S", "method": "the ωB97M-V functional and the def2-TZVPD basis", "smiles": "CCOC(=O)C1=C(C)NC(=O)N[C@@H]1c1cn(-c2ccccc2)nc1-c1cccs1", "total_charge": 0, "total_energy_ev": -45040.84776, "homo_ev": -8.042, "largest_force_ev_per_a": 1.22, "de_lowest_kcal_mol": 19.3, "e_lumo_ha": 0.0149, "gap_ev": 8.45, "elements": ["S", "O", "O", "O", "N", "N", "N", "N", "C", "C", "C", "C", "C", "C", "C", "C", "C", "C", "C", "C", "C", "C", "C", "C", "C", "C", "C", "C", "C", "H", "H", "H", "H", "H", "H", "H", "H", "H", "H", "H", "H", "H", "H", "H", "H", "H", "H", "H", "H"], "xyz": [[2.27, 3.86, -0.12], [-2.74, -2.33, 1.33], [-1.70, -0.42, 1.92], [-2.49, 1.27, -3.88], [-2.78, -0.59, -2.62], [1.89, -0.36, -0.44], [-2.01, 1.37, -1.67], [2.08, 0.94, -0.28], [4.26, -0.69, -0.57], [-1.60, -0.87, 3.27], [-2.40, 0.74, -2.80], [0.88, 1.51, -0.24], [2.82, -2.61, -0.52], [-3.52, -2.55, -1.45], [-0.13, 0.52, -0.38], [1.40, 5.32, 0.11], [0.07, 5.12, 0.23], [-2.84, -1.23, -1.40], [-1.85, 0.30, 4.20], [-0.29, 3.76, 0.12], [2.98, -1.23, -0.51], [0.57, -0.65, -0.51], [0.79, 2.94, -0.08], [-1.62, 0.70, -0.43], [-2.30, -1.24, 1.03], [3.93, -3.43, -0.60], [-2.32, -0.63, -0.31], [5.20, -2.89, -0.66], [5.36, -1.52, -0.65], [1.94, 6.25, 0.16], [-4.57, -2.42, -1.70], [3.79, -4.51, -0.61], [-1.13, 1.10, 3.99], [6.35, -1.09, -0.69], [-1.65, 2.30, -1.81], [-1.93, 1.35, 0.40], [-3.46, -3.05, -0.48], [-2.33, -1.67, 3.43], [-1.73, -0.02, 5.23], [4.36, 0.39, -0.56], [6.06, -3.54, -0.72], [-1.30, 3.41, 0.20], [0.19, -1.65, -0.65], [-0.65, 5.91, 0.38], [1.83, -3.05, -0.46], [-3.07, -3.18, -2.21], [-2.85, 0.69, 4.06], [-3.17, -1.04, -3.43], [-0.60, -1.28, 3.41]], "mulliken_charge": [-0.098, -0.728, -0.107, -0.682, -0.077, 0.891, -0.022, -1.205, -0.513, -0.359, 0.212, -0.515, -0.485, -1.745, 0.219, -0.422, -0.737, 0.811, -1.171, -0.505, 1.185, -0.305, 0.443, 0.818, 0.532, -0.743, -1.085, -0.453, -0.650, 0.448, 0.389, 0.360, 0.282, 0.376, 0.260, 0.529, 0.337, 0.350, 0.412, 0.424, 0.381, 0.440, 0.522, 0.418, 0.300, 0.425, 0.305, 0.258, 0.277]}

=====

{"formula": "C21H21AgN3O3", "method": "the ωB97M-V functional and the def2-TZVPD basis", "total_charge": 1, "total_energy_ev": -36725.00994, "homo_ev": -11.937, "largest_force_ev_per_a": 0.53, "e_lumo_ha": -0.1336, "gap_ev": 8.30, "elements": ["Ag", "O", "O", "O", "N", "N", "N", "C", "C", "C", "C", "C", "C", "C", "C", "C", "C", "C", "C", "C", "C", "C", "C", "C", "C", "C", "C", "C", "H", "H", "H", "H", "H", "H", "H", "H", "H", "H", "H", "H", "H", "H", "H", "H", "H", "H", "H", "H", "H"], "xyz": [[0.49, 1.21, 0.52], [-3.78, 1.12, -5.88], [2.48, 2.43, 1.14], [-5.35, -0.14, -4.99], [1.54, -0.81, -0.19], [-1.77, 0.56, 0.28], [-0.38, 0.59, 2.70], [-4.34, 0.08, -2.41], [2.97, -3.14, -0.61], [-0.29, -0.02, 5.01], [-2.45, 0.53, -0.99], [-1.55, -0.05, 2.60], [3.56, 1.49, 1.29], [-2.13, -0.71, 3.67], [4.25, 1.17, -0.02], [-2.32, 0.96, -3.35], [-1.74, 0.97, -2.09], [0.23, 0.61, 3.88], [-1.49, -0.69, 4.90], [3.50, -1.91, -0.96], [-2.23, -0.06, 1.28], [-4.33, 0.46, -4.84], [3.32, 0.60, -1.10], [1.02, -2.00, 0.13], [-3.62, 0.52, -3.52], [2.76, -0.75, -0.74], [-3.76, 0.09, -1.15], [1.70, -3.18, -0.05], [-3.01, 1.64, -5.60], [3.53, -4.05, -0.78], [4.49, -1.84, -1.40], [1.23, -4.12, 0.22], [-0.72, 1.32, -1.96], [-3.15, -0.65, 1.23], [-1.93, -1.19, 5.75], [-4.36, -0.22, -0.30], [-3.08, -1.21, 3.54], [3.11, 0.60, 1.72], [1.16, 1.16, 3.93], [2.49, 1.29, -1.27], [4.74, 2.07, -0.41], [0.03, -1.98, 0.56], [0.25, 0.03, 5.95], [2.83, 3.30, 0.89], [4.28, 1.88, 2.01], [-1.71, 1.29, -4.19], [3.86, 0.53, -2.04], [5.05, 0.46, 0.19], [-5.35, -0.26, -2.55]], "mulliken_charge": [0.408, -0.460, -0.479, -0.519, 0.502, -0.021, -0.044, -1.140, -0.425, -0.694, 1.028, 0.352, -0.465, -0.614, -0.624, -1.172, -0.308, -0.226, -0.372, -0.591, -0.067, 0.637, -1.003, -0.347, 0.820, 0.704, -0.411, -0.812, 0.294, 0.422, 0.439, 0.418, 0.368, 0.284, 0.449, 0.320, 0.373, 0.280, 0.434, 0.083, 0.381, 0.244, 0.385, 0.289, 0.403, 0.188, 0.454, 0.389, 0.448]}